# 1
Entry from the Open Molecules 2025 dataset: C66H59F16IOSi2 as an isolated structure at a distorted geometry (ωB97M-V/def2-TZVPD).

Output
Electronic energy ... -5100.1647 a.u.
Max |F| ... 2.9 eV/Å

Structure (XYZ):
```
145
C66H59F16IOSi2 ωB97M-V/def2-TZVPD
C -2.574 5.603 -1.895
C -1.787 4.213 -2.035
I 0.186 4.607 -1.146
C -2.617 3.146 -1.226
Si -2.106 1.327 -1.624
O -0.409 1.244 -1.360
Si 0.087 -0.046 -0.374
C 1.989 0.051 -0.277
C 2.877 -0.982 -0.826
C 4.326 -0.749 -0.709
C 4.868 0.467 -0.088
C 3.984 1.488 0.477
C 2.545 1.257 0.369
C -0.740 -0.112 1.370
F 0.077 -0.959 2.150
F -1.973 -0.760 1.288
C -0.809 1.256 2.159
F -0.597 2.373 1.395
F 0.166 1.254 3.153
C -2.179 1.453 2.945
F -2.080 2.608 3.701
F -3.247 1.616 2.117
F -2.400 0.445 3.833
H -2.776 5.710 -0.791
H -1.836 6.409 -2.144
H -3.505 5.633 -2.510
H -1.649 3.968 -3.117
H -3.684 3.228 -1.595
H -2.546 3.274 -0.109
H -2.889 0.344 -0.864
H -2.342 1.140 -3.037
H -0.204 -1.331 -1.042
H 2.463 -1.895 -1.324
H 5.036 -1.497 -1.135
H 5.964 0.669 -0.016
H 4.340 2.423 0.962
H 1.860 2.044 0.764
F 7.184 1.768 -1.939
C 8.441 2.179 -1.691
C 8.907 3.334 -2.292
C 10.202 3.762 -2.033
C 11.020 3.024 -1.184
C 10.541 1.862 -0.589
C 9.242 1.439 -0.839
H 8.258 3.891 -2.957
H 10.575 4.669 -2.493
H 12.032 3.356 -0.986
H 11.180 1.286 0.069
H 8.849 0.541 -0.378
F 2.485 -7.155 3.551
C 1.663 -6.117 3.321
C 0.310 -6.349 3.152
C -0.541 -5.276 2.919
C -0.027 -3.986 2.849
C 1.335 -3.767 3.016
C 2.186 -4.838 3.258
H -0.071 -7.361 3.203
H -1.605 -5.445 2.793
H -0.691 -3.150 2.663
H 1.735 -2.761 2.957
H 3.249 -4.685 3.400
F -1.403 -6.793 10.252
C -1.313 -6.253 9.023
C -1.834 -6.940 7.941
C -1.746 -6.380 6.673
C -1.129 -5.146 6.501
C -0.606 -4.469 7.595
C -0.702 -5.022 8.866
H -2.304 -7.904 8.094
H -2.157 -6.906 5.819
H -1.057 -4.713 5.511
H -0.121 -3.509 7.459
H -0.308 -4.505 9.732
F -0.857 8.585 3.665
C -0.297 7.481 4.189
C 0.896 7.591 4.882
C 1.472 6.451 5.428
C 0.855 5.215 5.266
C -0.341 5.119 4.563
C -0.924 6.259 4.026
H 1.365 8.560 4.991
H 2.402 6.525 5.979
H 1.308 4.326 5.689
H -0.818 4.156 4.434
H -1.859 6.205 3.483
F 6.549 5.786 -8.559
C 7.238 5.026 -7.691
C 6.550 4.246 -6.779
C 7.262 3.456 -5.886
C 8.653 3.465 -5.908
C 9.332 4.258 -6.826
C 8.621 5.039 -7.727
H 5.467 4.258 -6.772
H 6.734 2.835 -5.172
H 9.208 2.852 -5.207
H 10.415 4.267 -6.839
H 9.132 5.656 -8.456
F -3.615 0.270 -3.969
C -4.358 0.614 -5.042
C -4.571 1.953 -5.315
C -5.332 2.308 -6.422
C -5.877 1.320 -7.234
C -5.659 -0.021 -6.945
C -4.890 -0.378 -5.845
H -4.144 2.708 -4.666
H -5.499 3.353 -6.651
H -6.473 1.598 -8.094
H -6.089 -0.790 -7.577
H -4.702 -1.418 -5.609
F -2.445 -8.101 3.485
C -3.446 -8.182 2.588
C -3.174 -7.961 1.250
C -4.205 -8.049 0.324
C -5.496 -8.346 0.748
C -5.755 -8.560 2.097
C -4.723 -8.484 3.023
H -2.164 -7.723 0.940
H -4.003 -7.886 -0.728
H -6.300 -8.410 0.025
H -6.762 -8.787 2.427
H -4.905 -8.656 4.077
F 5.192 -1.378 5.435
C 3.916 -1.187 5.814
C 3.507 -1.625 7.061
C 2.191 -1.423 7.455
C 1.297 -0.797 6.593
C 1.719 -0.367 5.341
C 3.039 -0.558 4.950
H 4.216 -2.118 7.715
H 1.861 -1.755 8.433
H 0.268 -0.645 6.900
H 1.022 0.116 4.669
H 3.388 -0.221 3.981
F -7.688 0.332 -9.602
C -8.965 0.556 -9.247
C -9.405 0.147 -8.001
C -10.723 0.383 -7.633
C -11.588 1.015 -8.518
C -11.136 1.417 -9.768
C -9.815 1.192 -10.134
H -8.718 -0.352 -7.328
H -11.076 0.073 -6.656
H -12.618 1.195 -8.231
H -11.812 1.907 -10.459
H -9.443 1.506 -11.102
```

***

# 2
Entry from the Open Molecules 2025 dataset: C66H60IN4O8PW as an isolated structure (ωB97M-V/def2-TZVPD).

Output
Electronic energy ... -4078.2202 a.u.
Multiplicity ... 3
Max |F| ... 0.9 eV/Å

Structure (XYZ):
```
141
C66H60IN4O8PW ωB97M-V/def2-TZVPD
W 0.593 -0.038 0.861
C 8.595 3.881 5.377
O 7.318 3.802 5.980
C 6.323 3.206 5.266
C 5.051 3.258 5.833
C 3.980 2.681 5.180
C 4.145 2.037 3.952
C 5.419 1.985 3.408
C 6.511 2.562 4.050
C 2.993 1.421 3.235
C 2.064 2.235 2.605
C 2.014 3.665 2.746
C 0.768 4.049 2.388
C 0.060 2.867 1.991
N 0.905 1.780 2.027
C -1.331 2.799 1.880
C -2.021 1.615 1.703
C -3.454 1.506 1.851
C -3.778 0.210 1.685
C -2.554 -0.495 1.393
C -2.494 -1.780 0.860
C -3.711 -2.522 0.448
C -4.520 -2.068 -0.598
C -5.655 -2.756 -0.975
C -6.013 -3.925 -0.305
O -7.147 -4.535 -0.744
C -7.577 -5.690 -0.050
C -5.222 -4.395 0.737
C -4.079 -3.690 1.100
C -1.229 -2.262 0.578
N -0.174 -1.888 1.338
C 1.031 -2.286 0.734
C 2.029 -2.844 1.609
C 2.642 -4.145 1.338
C 1.869 -5.185 0.800
C 2.396 -6.439 0.586
C 3.730 -6.697 0.903
O 4.162 -7.964 0.673
C 5.466 -8.302 1.110
C 4.530 -5.674 1.399
C 3.981 -4.415 1.608
C 2.379 -1.997 2.624
C 3.328 -2.120 3.701
C 3.623 -0.862 4.098
C 2.828 0.040 3.289
N 2.008 -0.674 2.481
C 0.728 -2.584 -0.698
C -0.810 -2.805 -0.754
N -1.493 0.375 1.401
C -2.103 4.038 2.202
C -2.726 4.183 3.431
C -3.413 5.348 3.762
C -3.474 6.388 2.843
O -4.110 7.572 3.067
C -4.818 7.711 4.283
C -2.850 6.253 1.604
C -2.172 5.092 1.289
H 9.212 4.468 6.051
H 8.543 4.377 4.405
H 9.040 2.890 5.255
H 4.926 3.758 6.785
H 2.992 2.727 5.623
H 5.568 1.484 2.458
H 7.489 2.498 3.595
H 2.813 4.273 3.139
H 0.348 5.040 2.416
H -4.111 2.333 2.060
H -4.753 -0.248 1.728
H -4.250 -1.156 -1.119
H -6.280 -2.409 -1.786
H -8.503 -6.002 -0.525
H -7.765 -5.471 1.004
H -6.843 -6.497 -0.128
H -5.482 -5.295 1.274
H -3.462 -4.056 1.911
H 0.825 -5.008 0.571
H 1.793 -7.240 0.181
H 5.558 -9.377 0.986
H 5.609 -8.044 2.162
H 6.228 -7.802 0.507
H 5.579 -5.833 1.598
H 4.625 -3.613 1.944
H 3.709 -3.045 4.101
H 4.320 -0.551 4.859
H 1.383 -3.254 -1.250
H -1.256 -3.740 -1.089
H -2.674 3.375 4.152
H -3.877 5.430 4.734
H -5.305 8.681 4.242
H -4.143 7.682 5.142
H -5.575 6.930 4.393
H -2.911 7.074 0.901
H -1.686 4.979 0.329
I 3.292 0.173 -0.167
C 2.681 -0.137 -2.125
C 3.569 0.204 -3.133
C 3.207 -0.031 -4.448
C 1.986 -0.630 -4.709
C 1.118 -0.984 -3.683
C -0.136 -1.666 -4.028
C -1.079 -1.926 -3.132
C -0.930 -1.557 -1.695
C 0.498 -1.147 -1.243
C 1.437 -0.720 -2.334
H 4.523 0.654 -2.894
H 3.874 0.240 -5.255
H 1.696 -0.843 -5.731
H -0.276 -1.935 -5.069
H -2.004 -2.411 -3.431
H -1.745 -0.885 -1.407
C -1.239 1.565 -4.759
C -1.376 2.354 -3.465
C -1.713 3.809 -3.760
C -2.422 1.726 -2.555
O -0.060 2.248 -2.852
P 0.280 2.684 -1.358
O -0.505 3.860 -0.922
O 0.175 1.424 -0.509
O 1.840 2.941 -1.418
C 2.516 4.137 -1.883
C 1.766 4.828 -3.012
C 3.870 3.652 -2.372
C 2.659 5.063 -0.684
H -2.080 1.782 -5.419
H -1.214 0.493 -4.563
H -0.315 1.846 -5.265
H -2.711 3.857 -4.200
H -1.003 4.230 -4.474
H -1.698 4.401 -2.848
H -3.379 1.675 -3.078
H -2.552 2.308 -1.641
H -2.117 0.714 -2.285
H 1.640 4.156 -3.862
H 2.343 5.696 -3.334
H 0.783 5.164 -2.683
H 3.743 2.983 -3.223
H 4.391 3.116 -1.576
H 4.482 4.501 -2.682
H 1.673 5.315 -0.293
H 3.173 5.981 -0.976
H 3.229 4.573 0.107
```